Record 1
# H2N6O

A 2-piece molecular cluster, H2N6O overall at a distorted geometry (ωB97M-V with the def2-TZVPD basis set, the OMol25 dataset).

Positions of all 9 atoms, in Å:
O (1.024, 0.335, -1.084)
N (-0.116, -1.097, 1.020)
N (1.943, 2.220, -0.380)
N (-1.727, -0.003, -0.209)
N (-0.685, -0.482, -0.127)
N (1.495, 1.281, -0.746)
N (-2.651, 0.437, -0.592)
H (-0.037, -2.096, 0.909)
H (0.752, -0.595, 1.209)

Max |F| (eV/Å): 6.9
Highest occupied orbital energy (eV): -9.25
Orbital gap (eV): 10.0
E_tot (eV): -11013.9915
Net charge: 0
Energy relative to the best compared isomer or geometry (same formula, charge and spin) (eV): 1.372
2S+1: 1

---

Record 2
# C6H14BNOS

One molecule with the formula C6H14BNOS at a distorted geometry (ωB97M-V with the def2-TZVPD basis set, the OMol25 dataset).

Positions of all 24 atoms, in Å:
S (0.181, 2.252, -3.077)
O (-0.745, 1.453, -0.469)
N (0.590, -0.107, -1.517)
C (-0.572, 0.411, 0.483)
C (-0.180, -2.005, -0.385)
C (0.424, -0.641, -0.160)
C (1.849, -0.708, 0.371)
C (-0.008, 1.172, 1.693)
C (-1.967, -0.070, 0.797)
B (-0.079, 1.099, -1.585)
H (-0.349, -2.403, 0.536)
H (-0.168, 2.198, 1.573)
H (0.380, -2.526, -1.087)
H (0.229, 3.361, -2.396)
H (-2.197, -1.126, 1.119)
H (-1.083, -1.949, -0.920)
H (-2.503, 0.045, -0.091)
H (-0.507, 0.886, 2.594)
H (1.031, -0.697, -2.168)
H (-2.334, 0.693, 1.534)
H (2.076, -0.795, 1.500)
H (1.045, 0.864, 1.675)
H (2.561, 0.184, -0.010)
H (2.325, -1.590, -0.011)

Max |F| (eV/Å): 3.5
Highest occupied orbital energy (eV): -8.88
Orbital gap (eV): 9.5
SMILES: CC1(C)NB(S)OC1(C)C
E_tot (eV): -21499.8983
Net charge: 0
2S+1: 1

---

Record 3
# C2H4FPSi

A 2-piece molecular cluster, C2H4FPSi overall at a distorted geometry (ωB97M-V with the def2-TZVPD basis set, the OMol25 dataset).

Positions of all 9 atoms, in Å:
P (-0.920, -2.919, 0.563)
Si (1.357, 1.460, -0.462)
F (0.734, 2.944, -0.074)
C (-2.121, -1.945, -0.348)
C (-1.818, -1.508, 0.910)
H (0.211, 0.548, -0.809)
H (-1.852, -0.841, 1.720)
H (2.150, 1.587, -1.888)
H (2.258, 0.674, 0.387)

Max |F| (eV/Å): 3.2
Highest occupied orbital energy (eV): -8.63
Orbital gap (eV): 7.6
SMILES: C1#P=C1.F[SiH3]
E_tot (eV): -22018.9566
Net charge: 0
Energy relative to the best compared isomer or geometry (same formula, charge and spin) (eV): 1.865
2S+1: 1

---

Record 4
# C2H4N2O3

A 2-piece molecular cluster, C2H4N2O3 overall at a distorted geometry (ωB97M-V with the def2-TZVPD basis set, the OMol25 dataset).

Positions of all 11 atoms, in Å:
O (-2.961, 1.298, 0.673)
O (0.926, -0.549, 0.589)
O (-4.795, -1.019, -1.210)
N (0.104, 0.543, 0.782)
N (-3.664, 0.838, -0.379)
C (0.618, -1.530, -0.152)
C (-4.255, -0.161, -0.640)
H (1.259, -2.365, 0.149)
H (-2.020, 1.244, 0.388)
H (-0.378, -1.835, -0.524)
H (0.797, 1.216, 1.307)

Max |F| (eV/Å): 2.6
Highest occupied orbital energy (spin up / spin down) (eV): -8.92 / -9.80
Orbital gap (spin up / spin down) (eV): 8.2 / 9.5
E_tot (eV): -11254.2857
Net charge: 0
Energy relative to the best compared isomer or geometry (same formula, charge and spin) (eV): 8.281
2S+1: 1

---

Record 5
# C37H46NO8

A 4-piece molecular cluster, C37H46NO8 overall at a distorted geometry (ωB97M-V with the def2-TZVPD basis set, the OMol25 dataset).

Positions of all 92 atoms, in Å:
O (2.144, 0.496, 5.517)
O (2.115, 3.082, -2.699)
O (-2.549, 4.813, -3.729)
O (-6.020, 7.133, -0.464)
O (1.048, 8.249, -3.190)
O (-4.953, -9.305, -3.743)
O (-1.416, -7.004, -0.538)
O (2.298, -3.117, -2.071)
N (1.264, -0.206, 4.871)
C (0.430, 6.038, -3.706)
C (0.545, 1.281, 2.876)
C (1.836, -3.939, -0.995)
C (2.315, 1.308, 1.084)
C (3.095, 0.858, -0.201)
C (-3.373, 5.026, -1.534)
C (-4.142, -8.778, -3.008)
C (2.734, 5.292, -2.183)
C (-4.571, -7.972, -1.843)
C (-1.253, -0.104, 4.274)
C (2.940, -0.600, -0.773)
C (-0.017, 1.851, 5.282)
C (1.871, 4.267, -2.812)
C (2.244, -0.613, -2.230)
C (-3.346, 5.345, -2.979)
C (-4.245, 5.611, -0.713)
C (-2.227, -7.531, -1.273)
C (1.329, 0.317, 1.825)
C (0.188, 0.611, 4.262)
C (-1.799, -8.337, -2.438)
C (0.700, 4.739, -3.583)
C (-5.225, 6.602, -1.212)
C (1.036, -2.621, 3.940)
C (-2.687, -8.917, -3.243)
C (-0.448, 1.665, -1.017)
C (1.434, -1.990, -2.324)
C (-4.325, 6.336, -3.478)
C (1.838, -1.243, 3.994)
C (2.464, 6.591, -2.305)
C (3.248, -1.644, 4.669)
C (-3.682, -7.392, -1.038)
C (1.292, 7.064, -3.077)
C (-5.197, 6.921, -2.658)
C (0.474, -4.703, -1.278)
C (2.195, -0.822, 2.508)
C (0.130, -0.247, 0.901)
C (-0.202, 0.725, -0.291)
H (4.043, -0.873, 4.497)
H (3.121, -1.944, 5.749)
H (1.220, -3.127, 4.945)
H (-0.405, 1.621, 2.376)
H (1.472, -3.338, 3.178)
H (3.271, -0.448, 2.524)
H (3.072, 1.651, 1.864)
H (1.166, 2.211, 3.069)
H (3.591, -2.586, 4.123)
H (1.696, -3.381, -0.014)
H (4.206, 1.034, -0.021)
H (0.572, -5.525, -2.048)
H (3.977, -1.026, -0.953)
H (-0.916, 2.562, -1.491)
H (-0.077, -2.517, 3.844)
H (0.768, 2.642, 5.137)
H (-0.423, 6.400, -4.265)
H (0.160, -5.183, -0.297)
H (3.587, 4.929, -1.623)
H (2.839, 1.579, -1.044)
H (2.247, -1.789, 1.912)
H (0.345, -1.275, 0.492)
H (-1.988, 0.731, 4.035)
H (-0.335, -3.982, -1.589)
H (1.721, 2.249, 0.842)
H (-0.731, -8.428, -2.595)
H (-1.018, 2.325, 5.029)
H (1.549, 0.258, -2.384)
H (-5.920, 7.648, -3.006)
H (-4.278, 5.390, 0.346)
H (1.000, -2.150, -3.366)
H (2.994, -0.597, -3.069)
H (-2.391, -9.511, -4.099)
H (-4.291, 6.556, -4.537)
H (-5.638, -7.881, -1.685)
H (-3.978, -6.798, -0.182)
H (-0.841, -0.331, 1.474)
H (0.532, -1.980, -1.630)
H (2.662, -4.694, -0.795)
H (-1.525, -0.461, 5.306)
H (-2.651, 4.299, -1.185)
H (3.083, 7.355, -1.852)
H (2.374, -1.344, -0.160)
H (-1.375, -0.871, 3.463)
H (0.080, 3.975, -4.036)
H (-0.093, 1.488, 6.349)

Max |F| (eV/Å): 3.3
Highest occupied orbital energy (spin up / spin down) (eV): -8.48 / -9.28
Orbital gap (spin up / spin down) (eV): 6.6 / 7.4
E_tot (eV): -56974.7455
Net charge: 0
2S+1: 2

---

Record 6
# C9H8N2O2S

C9H8N2O2S as an isolated structure (ωB97M-V with the def2-TZVPD basis set, the OMol25 dataset).

Positions of all 22 atoms, in Å:
S (3.719, -1.248, -0.452)
O (-0.467, 0.916, 3.223)
O (-0.792, 2.322, -2.590)
N (2.231, -1.151, -1.067)
N (3.476, -0.683, 1.022)
C (-0.686, -0.685, -1.434)
C (1.471, -0.654, -0.096)
C (-2.044, -1.174, -1.189)
C (2.182, -0.376, 1.116)
C (-3.144, -1.574, -0.946)
C (1.529, 0.156, 2.254)
C (0.070, -0.399, -0.156)
C (-0.530, 0.117, 0.947)
C (0.194, 0.391, 2.156)
H (-1.594, 0.322, 0.942)
H (-0.714, 0.226, -2.037)
H (-1.059, 3.039, -2.007)
H (-1.411, 0.769, 3.114)
H (-0.274, 2.748, -3.280)
H (-4.087, -1.981, -0.677)
H (2.078, 0.367, 3.157)
H (-0.148, -1.446, -1.998)

Max |F| (eV/Å): 0.6
Highest occupied orbital energy (eV): -8.53
Orbital gap (eV): 8.2
E_tot (eV): -27371.2481
Net charge: 0
Energy relative to the best compared isomer or geometry (same formula, charge and spin) (eV): 2.618
2S+1: 1

---

Record 7
# C17H15N4O2Re

C17H15N4O2Re as an isolated structure (ωB97M-V with the def2-TZVPD basis set, the OMol25 dataset).

Positions of all 39 atoms, in Å:
Re (0.168, -1.083, 0.147)
O (-1.060, -4.588, -1.308)
O (0.060, -2.852, -0.354)
N (1.750, -0.618, -1.119)
N (-1.658, -1.065, -0.927)
N (0.218, 1.030, 0.031)
N (-0.746, -0.370, 1.880)
C (-0.593, 1.749, 0.839)
C (3.645, -1.302, -2.388)
C (-1.161, 0.931, 1.926)
C (3.811, -0.002, -2.840)
C (-1.064, -3.467, -0.996)
C (1.920, 0.667, -1.540)
C (-2.191, -2.463, -1.105)
C (0.992, 1.620, -0.902)
C (-0.723, 3.110, 0.661)
C (-1.924, 1.389, 2.972)
C (-1.042, -1.206, 2.897)
C (0.907, 2.983, -1.120)
C (2.600, -1.585, -1.530)
C (0.021, 3.724, -0.347)
C (-1.815, -0.799, 3.969)
C (-2.269, 0.510, 4.001)
C (2.938, 0.994, -2.405)
H (-1.367, 3.699, 1.300)
H (-2.696, -2.571, -2.064)
H (-1.524, -0.651, -1.850)
H (-0.068, 4.791, -0.505)
H (2.419, -2.593, -1.179)
H (-2.868, 0.861, 4.833)
H (4.307, -2.100, -2.695)
H (-0.644, -2.213, 2.838)
H (4.618, 0.243, -3.519)
H (-2.239, 2.423, 3.011)
H (-2.035, -1.497, 4.764)
H (3.071, 2.017, -2.729)
H (-2.370, -0.494, -0.469)
H (1.522, 3.467, -1.866)
H (-2.909, -2.686, -0.314)

Max |F| (eV/Å): 0.3
Highest occupied orbital energy (spin up / spin down) (eV): -19.21 / -19.20
Orbital gap (spin up / spin down) (eV): 7.0 / 6.7
E_tot (eV): -30030.6737
Net charge: +3
Energy relative to the best compared isomer or geometry (same formula, charge and spin) (eV): 0.205
2S+1: 2

---

Record 8
# C5H7NO

One molecule with the formula C5H7NO (ωB97M-V with the def2-TZVPD basis set, the OMol25 dataset).

Positions of all 14 atoms, in Å:
O (1.746, -1.282, 1.654)
N (-0.155, 0.352, -0.820)
C (-0.108, 1.313, 0.306)
C (1.045, -0.571, 0.977)
C (0.128, 0.540, 1.561)
C (-1.368, -0.438, -0.554)
C (1.010, -0.487, -0.553)
H (-0.985, 1.969, 0.301)
H (-1.471, -0.695, 0.521)
H (0.785, 1.968, 0.235)
H (-2.253, 0.145, -0.819)
H (-1.357, -1.369, -1.123)
H (0.964, -1.454, -1.061)
H (1.922, 0.026, -0.889)

Max |F| (eV/Å): 0.7
Highest occupied orbital energy (spin up / spin down) (eV): -9.15 / -9.20
Orbital gap (spin up / spin down) (eV): 7.7 / 7.7
E_tot (eV): -8831.1882
Net charge: 0
Energy relative to the best compared isomer or geometry (same formula, charge and spin) (eV): 5.015
2S+1: 1